No. 1
The following is a DFT calculation (ωB97M-V with the def2-TZVPD basis set) of a single C18H31N3OS molecule.

Geometry as XYZ:
```
54
C18H31N3OS, DFT ωB97M-V with the def2-TZVPD basis set
S 3.330 1.501 1.503
O 1.792 -2.767 -1.968
N -1.796 1.748 2.145
N 0.328 -0.076 1.635
N 0.454 -1.996 -0.329
C 2.614 0.143 0.683
C 0.705 -2.363 -1.602
C 0.105 0.451 2.966
C -0.468 -0.777 -3.161
C -1.380 0.768 3.128
C -0.476 -2.184 -2.539
C 0.686 -0.637 -4.149
C 3.054 0.068 -0.601
C 1.633 -0.713 1.425
C 0.886 -3.091 1.788
C 4.208 1.942 0.092
C -0.043 0.944 0.672
C -3.500 3.445 1.581
C -1.534 1.234 0.815
C 3.967 1.096 -0.937
C -3.176 2.159 2.334
C -1.801 -0.498 -3.851
C 1.406 -2.093 0.753
H 4.421 1.191 -1.907
H 2.060 -0.914 2.414
H 4.846 2.803 0.121
H 0.780 0.393 -4.485
H 0.659 -4.040 1.307
H 0.690 1.369 3.145
H -1.956 -0.172 3.030
H 0.503 1.886 0.845
H -1.790 0.489 -4.308
H -3.882 1.362 2.035
H -3.314 2.340 3.403
H -0.400 -2.926 -3.335
H 1.632 -3.265 2.558
H -3.544 3.282 0.508
H -1.823 1.983 0.078
H -0.335 -0.042 -2.358
H 0.518 -1.270 -5.017
H -1.986 -1.235 -4.631
H -2.738 4.191 1.790
H -1.409 -2.343 -1.994
H -2.624 -0.536 -3.140
H -1.553 1.176 4.127
H 1.623 -0.939 -3.687
H -0.458 -1.658 -0.062
H 2.765 -0.703 -1.290
H 2.342 -2.456 0.320
H 0.393 -0.299 3.706
H 0.181 0.595 -0.336
H -4.465 3.826 1.906
H -2.111 0.309 0.622
H -0.017 -2.702 2.252
```

LUMO level (eV): 0.74
Relative energy (zero: lowest compared OMol25 entry of this formula, charge and spin) (kJ/mol): 0.00
SMILES: CCN1CCN([C@H](c2cccs2)[C@@H](C)NC(=O)CC(C)C)CC1
Charge: 0
Orbital gap (eV): 9.310

No. 2
The following is a DFT calculation (ωB97M-V with the def2-TZVPD basis set) of a molecular structure, C5H12NO in a non-equilibrium geometry.

Geometry as XYZ:
```
19
C5H12NO, DFT ωB97M-V with the def2-TZVPD basis set
O -3.630 -1.079 0.651
N 1.795 1.560 0.114
C 2.579 -1.099 -2.158
C -0.479 0.938 1.084
C -1.355 -0.240 0.646
C 0.937 0.754 0.639
C -2.857 -0.054 1.003
H 1.671 -1.089 -2.759
H -1.014 -1.177 1.094
H -3.135 0.923 0.496
H -1.294 -0.359 -0.442
H -2.870 0.183 2.110
H 3.477 -1.138 -2.773
H 2.537 -2.007 -1.563
H 2.630 -0.255 -1.460
H 0.923 1.440 -0.550
H 1.354 -0.193 1.044
H -0.855 1.874 0.656
H -0.413 1.019 2.167
```

LUMO level (eV): 3.55
Relative energy (zero: lowest compared OMol25 entry of this formula, charge and spin) (kJ/mol): 300.28
Charge: -1
Orbital gap (eV): 6.053

No. 3
The following is a DFT calculation (ωB97M-V with the def2-TZVPD basis set) of a molecular structure, C30H75CrF4NO24P5S2 in a non-equilibrium geometry.

Geometry as XYZ:
```
142
C30H75CrF4NO24P5S2, DFT ωB97M-V with the def2-TZVPD basis set
Cr -11.734 -16.637 -16.916
S -13.848 -18.990 -16.672
S -12.986 -18.413 -14.336
P -14.936 -19.414 -10.372
P -14.357 -14.523 -17.640
P -9.920 -23.782 -11.575
P -18.251 -19.202 -21.144
P -8.683 -18.128 -16.835
F -14.044 -18.016 -17.913
F -11.654 -17.807 -13.769
F -11.490 -17.302 -18.606
F -11.468 -15.519 -15.510
O -10.232 -22.621 -10.531
O -13.780 -13.116 -17.935
O -13.276 -20.127 -17.257
O -13.348 -15.566 -17.409
O -15.283 -14.299 -16.422
O -8.865 -19.608 -17.299
O -14.011 -17.679 -13.710
O -17.075 -18.590 -20.299
O -8.402 -23.480 -11.893
O -13.894 -19.063 -11.315
O -7.611 -18.279 -15.726
O -16.175 -18.422 -10.252
O -15.130 -19.015 -16.067
O -10.677 -23.404 -12.914
O -15.310 -14.906 -18.821
O -19.429 -18.245 -20.761
O -10.281 -25.107 -11.107
O -17.988 -18.783 -22.652
O -18.523 -20.626 -21.028
O -15.632 -20.829 -10.588
O -14.475 -19.611 -8.893
O -7.982 -17.347 -17.993
O -9.971 -17.556 -16.378
O -12.811 -19.808 -14.176
N -12.767 -17.991 -15.899
C -14.687 -19.661 -6.510
C -8.951 -18.887 -13.717
C -17.225 -19.147 -24.907
C -15.481 -20.430 -19.916
C -16.515 -17.664 -11.435
C -9.511 -21.331 -18.851
C -14.583 -11.900 -17.865
C -14.479 -14.477 -21.052
C -15.848 -21.297 -11.942
C -17.393 -19.735 -23.548
C -7.423 -24.388 -11.342
C -9.852 -19.948 -18.313
C -15.688 -19.046 -20.486
C -14.764 -15.528 -19.998
C -19.926 -18.211 -19.410
C -10.338 -22.199 -13.605
C -16.469 -16.481 -16.339
C -13.678 -10.722 -18.214
C -6.554 -17.121 -17.990
C -11.635 -22.391 -10.210
C -11.655 -21.662 -8.874
C -7.842 -18.061 -14.339
C -15.747 -15.378 -15.589
C -17.041 -22.228 -11.953
C -15.405 -19.889 -7.820
C -9.440 -22.510 -14.780
C -17.992 -17.355 -11.362
C -7.119 -23.973 -9.912
C -21.369 -18.661 -19.398
C -6.150 -16.744 -19.394
H -6.933 -18.163 -13.747
H -8.578 -21.714 -18.444
H -9.825 -19.105 -14.320
H -6.518 -17.489 -20.105
H -15.854 -20.461 -18.893
H -13.649 -10.633 -19.300
H -12.209 -23.315 -10.196
H -9.352 -21.244 -19.930
H -8.058 -16.998 -14.165
H -16.067 -21.151 -20.490
H -14.382 -18.617 -6.453
H -18.210 -18.933 -25.323
H -6.847 -22.921 -9.890
H -19.355 -18.908 -18.784
H -8.420 -22.686 -14.437
H -10.315 -22.050 -18.728
H -15.433 -13.978 -21.219
H -14.139 -14.950 -21.971
H -6.676 -15.842 -19.712
H -16.554 -18.295 -24.964
H -15.891 -20.849 -7.965
H -15.037 -11.807 -16.884
H -9.860 -19.188 -19.092
H -14.945 -21.868 -12.168
H -11.229 -21.688 -13.981
H -15.561 -18.924 -21.562
H -17.218 -22.548 -12.986
H -17.232 -15.952 -16.929
H -16.495 -20.226 -23.151
H -17.052 -17.131 -15.696
H -15.932 -16.748 -11.461
H -9.419 -21.670 -15.478
H -21.810 -18.762 -18.414
H -6.014 -18.027 -17.712
H -13.713 -13.787 -20.701
H -21.961 -17.990 -20.030
H -18.574 -18.255 -11.167
H -8.010 -24.103 -9.291
H -6.348 -24.592 -9.452
H -15.980 -20.501 -12.673
H -11.495 -20.592 -8.998
H -16.118 -19.059 -7.873
H -10.854 -19.977 -17.883
H -5.069 -16.692 -19.491
H -16.868 -23.189 -11.468
H -12.650 -21.767 -8.442
H -15.245 -19.981 -5.634
H -15.073 -18.322 -19.962
H -21.401 -19.590 -19.973
H -13.937 -16.216 -19.813
H -18.051 -20.612 -23.587
H -12.670 -11.048 -17.951
H -13.736 -20.208 -6.477
H -12.004 -21.719 -10.988
H -18.178 -16.585 -10.610
H -7.682 -25.434 -11.485
H -17.906 -21.691 -11.567
H -6.515 -24.206 -11.921
H -8.554 -19.881 -13.468
H -9.951 -21.430 -12.932
H -18.384 -16.915 -12.283
H -15.822 -16.957 -17.077
H -15.338 -12.028 -18.643
H -16.484 -14.900 -14.934
H -9.797 -23.390 -15.313
H -14.997 -15.704 -14.864
H -10.861 -22.058 -8.244
H -19.724 -17.217 -19.015
H -16.830 -19.944 -25.545
H -14.436 -20.735 -19.942
H -16.371 -18.252 -12.341
H -9.273 -18.483 -12.759
H -15.549 -16.182 -20.387
H -6.325 -16.363 -17.245
H -13.964 -9.805 -17.716
```

LUMO level (spin up / spin down) (eV): -0.63 / 0.33
Relative energy (zero: lowest compared OMol25 entry of this formula, charge and spin) (kJ/mol): 0.00
Spin multiplicity: 4
Charge: 0
Orbital gap (spin up / spin down) (eV): 9.340 / 10.401

No. 4
The following is a DFT calculation (ωB97M-V with the def2-TZVPD basis set) of a molecular structure, C31H31Br2CaN9.

Geometry as XYZ:
```
74
C31H31Br2CaN9, DFT ωB97M-V with the def2-TZVPD basis set
Br -2.522 -2.252 0.120
Br -3.046 1.462 -1.151
Ca -0.669 -0.246 -0.067
N 0.687 -2.922 -0.978
N 2.074 2.288 -0.858
N 1.879 -3.943 -2.493
N 1.748 -0.696 0.594
N 0.580 -4.247 -2.656
N -0.353 -0.628 2.376
N 0.128 -2.557 3.367
N 0.380 2.238 0.593
N 1.929 -3.146 -1.480
C 1.178 3.236 -1.314
C 0.208 0.273 -5.236
C -3.385 -0.805 4.530
C 1.129 -0.189 -4.347
C -0.926 4.104 -0.522
C -3.088 -2.031 5.149
C 2.233 0.632 1.029
C -2.533 -0.250 3.595
C 1.548 1.730 0.263
C -3.462 1.826 -3.870
C -1.307 -3.161 -4.677
C 0.121 4.936 -2.552
C -1.368 -0.943 3.291
C -0.281 -4.248 -4.996
C 1.194 4.080 -2.423
C -2.556 1.316 -2.993
C -1.306 0.736 -3.369
C -1.044 0.754 -4.769
C 0.955 -3.660 -5.666
C 1.761 -1.712 1.653
C 0.140 3.215 -0.388
C 0.102 -5.077 -3.769
C -0.131 -3.617 -1.727
C -1.085 -2.151 3.913
C -3.176 1.794 -5.253
C -0.922 4.956 -1.605
C -0.374 0.206 -2.409
C 0.815 -0.229 -2.962
C -1.995 1.274 -5.688
C -1.933 -2.729 4.852
C 0.500 -1.616 2.465
H 0.595 -3.432 3.527
H 2.097 -0.533 -4.695
H -1.736 4.104 0.197
H -2.763 0.688 3.106
H -3.783 -2.438 5.873
H 1.964 0.769 2.073
H -1.710 -3.677 5.325
H 1.599 -0.627 -2.317
H -1.208 -3.634 -1.618
H 3.317 0.722 0.943
H 1.664 -4.438 -5.961
H 1.469 -2.974 -4.991
H 2.272 -1.045 -0.201
H 2.635 -1.627 2.307
H -2.180 -3.557 -4.149
H -1.742 5.649 -1.741
H 1.794 -2.689 1.178
H -1.756 1.258 -6.746
H -3.896 2.198 -5.955
H -0.738 -4.969 -5.682
H 0.903 -5.773 -4.002
H -0.751 -5.645 -3.398
H 0.417 0.303 -6.301
H -0.869 -2.365 -4.065
H -1.659 -2.692 -5.598
H 2.909 1.984 -1.328
H 1.996 4.062 -3.151
H -4.390 2.251 -3.510
H 0.077 5.606 -3.401
H 0.677 -3.094 -6.557
H -4.304 -0.293 4.786
```

LUMO level (eV): 0.36
Relative energy (zero: lowest compared OMol25 entry of this formula, charge and spin) (kJ/mol): 24.37
Charge: 0
Orbital gap (eV): 7.819

No. 5
The following is a DFT calculation (ωB97M-V with the def2-TZVPD basis set) of a single C24H32O6 molecule.

Geometry as XYZ:
```
62
C24H32O6, DFT ωB97M-V with the def2-TZVPD basis set
O -2.671 3.730 0.312
O 6.488 -1.125 1.992
O 2.158 3.192 0.323
O -3.390 0.609 -0.385
O -4.000 2.536 1.614
O -3.300 -0.315 1.689
C -3.916 -0.422 0.424
C 3.703 -0.926 -0.242
C -2.086 0.394 1.526
C 1.362 2.202 -0.297
C -4.212 -4.261 -0.033
C 1.872 0.785 0.033
C -0.522 -0.051 -0.326
C 0.954 -0.199 -0.713
C -4.418 -2.886 0.589
C 3.772 1.085 -1.679
C 3.386 0.547 -0.285
C 4.226 1.306 0.701
C -2.372 1.319 0.324
C -1.059 1.384 -0.484
C -3.000 2.661 0.738
C 4.697 -1.434 0.492
C 5.561 -0.640 1.365
C 1.394 -1.649 -0.533
C -3.744 -1.792 -0.235
C -0.860 -0.445 1.123
C -0.087 2.365 0.178
C -1.342 1.770 -1.933
C 2.819 -1.822 -1.049
C 5.206 0.779 1.431
H 4.904 -2.496 0.474
H 0.715 -2.309 -1.078
H -3.154 -4.503 -0.091
H -4.151 1.616 1.890
H -4.626 -4.290 -1.038
H -2.089 1.103 -2.354
H -4.188 -1.731 -1.230
H 2.859 -1.555 -2.108
H 4.001 2.357 0.776
H -4.006 -2.869 1.600
H 3.140 -2.859 -0.949
H -2.684 -2.017 -0.347
H -0.413 3.384 -0.036
H 5.791 1.388 2.106
H 1.693 4.034 0.267
H 1.400 2.347 -1.388
H 4.790 0.779 -1.913
H -1.097 -0.688 -1.006
H -1.917 0.926 2.466
H -1.089 -1.505 1.223
H 1.772 0.637 1.112
H -4.705 -5.024 0.564
H -4.997 -0.247 0.577
H 3.732 2.170 -1.681
H -1.730 2.784 -1.969
H 1.363 -1.925 0.522
H 1.021 0.034 -1.782
H 3.109 0.703 -2.451
H -0.101 2.237 1.262
H -5.487 -2.673 0.663
H -0.440 1.715 -2.535
H -0.033 -0.219 1.793
```

LUMO level (eV): 0.44
Relative energy (zero: lowest compared OMol25 entry of this formula, charge and spin) (kJ/mol): 21.23
SMILES: CCC[C@H]1O[C@H]2C[C@@H]3[C@@H]4CCC5=CC(=O)C=C[C@]5(C)[C@H]4[C@H](O)C[C@]3(C)[C@@]2(C(=O)O)O1
Charge: 0
Orbital gap (eV): 9.743

No. 6
The following is a DFT calculation (ωB97M-V with the def2-TZVPD basis set) of 7 unconnected molecules or ions with the total composition C12H32F18N4O4P3 in a non-equilibrium geometry.

Geometry as XYZ:
```
73
C12H32F18N4O4P3, DFT ωB97M-V with the def2-TZVPD basis set
P -0.056 16.356 4.466
P 3.508 21.437 7.611
P -2.115 20.813 7.259
F 3.559 22.600 8.754
F 2.087 22.066 7.283
F 0.233 16.988 3.030
F 1.539 16.641 4.835
F 0.247 14.859 3.929
F -3.386 19.984 7.749
F -3.022 21.657 6.199
F -0.306 15.766 5.968
F -1.326 20.024 8.408
F -1.851 19.720 6.096
F 4.932 20.868 8.087
F 3.150 20.197 6.644
F 2.779 20.630 8.805
F -1.652 16.102 4.118
F -0.528 17.847 5.052
F 4.015 22.247 6.304
F -0.801 21.629 6.788
F -2.434 22.009 8.242
O -5.325 26.214 8.480
O 2.471 24.951 10.053
O -0.113 21.815 2.166
O -4.647 16.093 6.950
N 0.818 21.790 4.431
N -2.503 17.073 7.119
N -3.440 25.825 7.073
N 0.208 24.183 10.627
C -1.048 23.335 3.812
C -4.036 25.411 5.667
C -4.268 24.223 9.008
C 0.302 22.906 9.741
C -4.391 25.505 8.273
C -3.810 16.813 6.411
C -2.510 16.878 8.609
C -0.106 22.310 3.310
C 0.865 26.672 10.554
C -4.119 17.520 5.054
C 1.290 25.220 10.358
C 0.999 20.225 4.371
H -3.459 17.190 9.044
H 0.298 22.962 8.652
H -4.812 24.282 9.951
H -2.324 15.819 8.789
H 0.493 23.920 11.559
H -0.516 22.233 9.998
H -1.319 23.152 4.852
H -3.320 26.028 5.125
H -5.074 25.739 5.729
H -1.691 17.392 9.110
H -3.918 24.327 5.673
H -0.554 24.306 3.762
H -2.210 18.026 6.955
H -4.704 23.408 8.431
H -0.004 26.797 11.199
H -1.776 16.605 6.597
H 1.929 20.015 3.841
H 0.135 19.748 3.908
H 1.704 27.293 10.868
H -5.152 17.866 5.097
H -3.978 16.843 4.211
H -0.695 24.632 10.692
H 0.572 27.041 9.571
H 1.076 19.791 5.368
H -3.479 18.401 5.023
H 1.687 22.281 4.586
H -3.365 26.831 7.038
H 0.267 21.962 5.260
H -2.507 25.504 7.289
H 1.185 22.393 10.120
H -1.882 23.415 3.115
H -3.257 24.102 9.399
```

LUMO level (spin up / spin down) (eV): -8.55 / -12.70
Spin multiplicity: 2
Charge: +2
Orbital gap (spin up / spin down) (eV): 6.229 / 2.086

No. 7
The following is a DFT calculation (ωB97M-V with the def2-TZVPD basis set) of a gas-phase ion, C7H14N (charge +1) in a non-equilibrium geometry.

Geometry as XYZ:
```
22
C7H14N, DFT ωB97M-V with the def2-TZVPD basis set
N -1.847 -0.476 -1.624
C 1.155 0.666 1.392
C 0.453 0.288 0.309
C 0.425 1.263 -0.840
C 0.954 -0.146 2.671
C -1.542 -1.102 -0.263
C 1.420 1.471 -1.708
C -0.043 -1.114 -0.072
H 0.549 -1.485 -0.946
H -1.911 0.534 -1.451
H 1.569 1.657 1.478
H 1.610 2.212 -2.468
H -1.938 -0.493 0.545
H -2.057 -2.022 0.052
H 1.964 -0.510 2.953
H -2.726 -0.870 -1.964
H 0.186 -1.712 0.794
H 0.445 0.471 3.437
H -0.315 2.053 -1.039
H -1.052 -0.498 -2.269
H 2.326 0.863 -1.523
H 0.377 -1.050 2.536
```

LUMO level (eV): -3.43
Relative energy (zero: lowest compared OMol25 entry of this formula, charge and spin) (kJ/mol): 173.95
SMILES: C=C/C(=C/C)CC[NH3+]
Charge: +1
Orbital gap (eV): 9.513

No. 8
The following is a DFT calculation (ωB97M-V with the def2-TZVPD basis set) of 2 unconnected molecules or ions with the total composition C5H12NO.

Geometry as XYZ:
```
19
C5H12NO, DFT ωB97M-V with the def2-TZVPD basis set
O 1.078 -1.028 -0.512
N 2.493 0.037 -2.050
C 2.286 -0.471 -0.651
C -1.391 0.320 0.911
C -1.336 0.697 2.178
C -1.043 1.242 -0.216
C -1.774 -1.074 0.513
H -1.849 1.247 -0.949
H -2.683 -1.025 -0.097
H 1.805 -0.493 -2.577
H -1.532 0.012 2.995
H -2.007 -1.651 1.412
H 2.427 0.398 0.031
H -0.804 2.243 0.134
H -1.056 1.717 2.434
H -0.975 -1.580 -0.021
H -0.173 0.798 -0.711
H 3.120 -1.187 -0.418
H 3.414 -0.203 -2.404
```

LUMO level (eV): 4.10
Relative energy (zero: lowest compared OMol25 entry of this formula, charge and spin) (kJ/mol): 58.82
Charge: -1
Orbital gap (eV): 6.711